16
Properties=species:S:1:pos:R:3:forces:R:3 method="wB97M-V/def2-TZVPD" homo_ev=-9.696 lumo_ev=0.55 energy_ev=-29172.6211
C -0.24855 -0.51012 -1.21131 1.711 0.161 -4.597
C 1.05235 -0.39186 -1.44525 2.854 -0.397 -0.673
C 0.57474 0.56391 1.04405 -1.719 -6.469 -0.636
C -0.73843 -0.45748 0.06785 0.149 2.098 7.103
C -1.99442 0.33603 0.42343 -1.185 0.434 -0.271
O 2.66077 -1.29536 0.74890 0.394 -1.282 0.549
P 1.97152 -0.15929 0.17110 -2.105 0.209 -0.988
Cl 3.24546 1.28993 -0.21654 0.856 1.249 -0.322
H -0.89513 -0.59489 -2.06616 -0.543 -0.346 -0.270
H 1.68156 -0.54177 -2.44033 -1.844 0.416 2.136
H 0.36450 1.52641 0.84473 -0.831 3.249 -0.610
H 0.19561 0.12087 1.98421 1.191 0.795 -0.074
H -0.76855 -1.44749 0.59897 0.226 0.806 -0.502
H -2.14426 1.15646 -0.33886 0.151 -0.574 1.079
H -2.09072 0.73196 1.50249 0.674 -0.505 -1.757
H -2.86644 -0.32732 0.33272 0.021 0.157 -0.167


16
Properties=species:S:1:pos:R:3:forces:R:3 method="wB97M-V/def2-TZVPD" homo_ev="0.313 / -4.136" multiplicity=2 lumo_ev="3.38 / 3.37" s2=0.753 total_charge=-1 energy_ev=-26989.0466
C 0.24100 0.74807 3.83954 -0.675 3.441 1.689
S 0.50433 1.25583 2.15222 -3.439 0.272 -0.953
S 2.61030 1.10112 2.06518 2.841 -2.064 -0.344
H 1.00461 1.44484 4.36661 -0.856 -1.922 -0.144
H -0.76024 1.11348 4.28218 1.279 -0.623 -0.963
H 0.29055 -0.30409 3.96815 0.550 -0.867 0.408
H 2.54922 -0.29987 1.85292 0.288 1.705 0.232
C -0.55970 -0.10148 -2.22744 -0.424 0.832 2.446
O 0.46750 -1.00141 -1.74145 -0.555 -0.578 0.168
C -1.36674 -0.85245 -3.25909 1.940 -1.393 -1.443
H 0.01811 0.79550 -2.47937 -0.516 -0.114 -0.970
H -1.36877 0.32527 -1.51062 1.718 -0.990 -0.148
H 0.76697 -0.98189 -0.81752 -0.715 0.811 -0.281
H -2.23441 -1.41488 -2.79260 0.753 1.133 -0.817
H -0.60636 -1.72330 -3.58712 -1.821 1.972 0.076
H -1.55637 -0.10475 -4.11159 -0.368 -1.615 1.045


89
Properties=species:S:1:pos:R:3:forces:R:3 method="wB97M-V/def2-TZVPD" homo_ev="-12.281 / -13.692" multiplicity=3 lumo_ev="-5.30 / -6.83" s2=2.069 total_charge=+2 energy_ev=-75131.0580
Pt 0.00442 0.03424 0.26506 0.432 -0.378 -0.175
C -1.18476 -1.01240 -4.05442 0.153 -0.096 -0.015
C -1.20624 -0.27776 -2.74888 -0.511 0.156 -0.524
O -0.30206 -0.43121 -1.91928 0.395 -0.033 0.865
N -2.24084 0.54682 -2.54387 -0.032 0.102 0.067
C -2.45528 1.17057 -1.25029 0.276 -0.029 0.207
C -2.91095 0.09165 -0.28770 0.620 0.180 0.199
C -4.22237 -0.38212 -0.36987 -0.374 -0.368 0.324
C -4.55996 -1.58922 0.27465 -0.102 0.051 -0.220
C -3.65015 -2.20823 1.06584 0.241 0.213 -0.042
C -2.37696 -1.51887 1.40098 -0.090 -0.428 0.389
N -2.00073 -0.45888 0.48786 -0.519 0.299 -0.503
H -0.48297 -0.54257 -4.74138 0.083 0.104 0.013
H -2.16192 -1.02724 -4.52634 -0.081 -0.002 -0.037
H -0.84244 -2.03245 -3.89190 -0.002 0.011 0.061
H -2.95831 0.62807 -3.24668 0.084 -0.080 -0.037
H -3.19561 1.96291 -1.34316 -0.007 -0.054 -0.017
H -1.50321 1.60609 -0.91256 -0.356 0.080 -0.033
H -4.94886 0.14091 -0.97121 -0.022 0.051 -0.094
H -5.53588 -2.01904 0.11179 -0.090 -0.073 0.010
H -3.87078 -3.11969 1.59623 -0.101 -0.129 0.022
H -2.61689 -1.03607 2.37387 -0.052 -0.025 -0.238
O 2.73120 -0.37059 2.48364 0.561 -0.364 0.228
C 2.45774 0.25458 3.68020 -0.397 0.369 0.299
C 3.36433 0.58501 4.67656 0.129 -0.143 -0.178
C 2.91293 1.20171 5.83331 -0.101 0.020 0.002
C 1.57555 1.51358 6.00849 -0.022 -0.005 0.024
C 0.66869 1.20553 5.01199 0.065 0.012 -0.030
C 1.10753 0.57132 3.85446 0.315 -0.146 -0.644
P -0.03442 0.05088 2.56165 -0.278 0.179 -0.157
C -0.33690 -1.69764 2.82296 0.077 -0.126 0.102
C -1.11135 -2.37958 1.71761 0.013 -0.013 -0.096
C -1.35619 -3.82449 1.98102 0.087 -0.030 0.163
C -0.77635 -4.47269 3.01871 -0.186 -0.056 -0.139
C 0.00921 -3.78818 3.96992 0.061 -0.265 0.127
C 0.19651 -2.41230 3.86769 -0.139 0.639 -0.274
C -1.51963 1.05139 2.94437 0.161 -0.172 -0.085
C -1.74693 2.17713 2.15970 0.137 0.032 0.079
C -2.86539 2.96254 2.37463 0.029 0.030 -0.010
C -3.75070 2.63634 3.39038 -0.031 0.002 -0.019
C -3.51755 1.52798 4.19042 0.005 -0.056 0.039
C -2.40692 0.72802 3.96899 0.123 0.064 -0.093
C 3.87118 0.03647 1.80700 0.133 0.411 -0.352
C 5.15568 -0.13720 2.30301 -0.109 -0.230 0.041
C 6.23363 0.41244 1.63048 -0.064 0.015 -0.034
C 6.04213 1.12354 0.45652 0.031 -0.030 -0.084
C 4.77961 1.19215 -0.09882 -0.041 0.034 0.104
C 3.68516 0.64397 0.56575 -0.379 -0.247 0.417
P 2.15917 0.44957 -0.41101 0.419 0.493 0.020
C 1.99756 2.11316 -1.12501 -0.107 -0.081 0.011
C 1.50533 3.05198 -0.21355 0.052 -0.102 0.022
C 1.41365 4.38498 -0.56272 -0.012 0.015 0.040
C 1.80148 4.78939 -1.83240 0.019 0.009 -0.040
C 2.27866 3.86119 -2.74333 0.010 0.081 -0.033
C 2.38508 2.52310 -2.39427 -0.002 -0.113 0.062
C 2.80022 -0.72945 -1.63985 -0.257 -0.020 0.025
C 3.74470 -1.67046 -1.22422 -0.087 0.056 -0.016
C 4.34255 -2.51158 -2.14381 0.005 -0.054 -0.039
C 3.99530 -2.43999 -3.48362 -0.036 -0.003 0.078
C 3.01753 -1.54820 -3.89273 -0.023 0.024 -0.097
C 2.41613 -0.70005 -2.97863 -0.016 0.018 0.024
H 4.41502 0.37662 4.58015 0.026 -0.019 -0.021
H 3.62328 1.44165 6.60921 0.088 0.028 0.048
H 1.23882 1.99911 6.91074 -0.010 0.044 0.074
H -0.36975 1.47041 5.12785 -0.026 0.024 0.041
H -0.49447 -2.33765 0.78918 -0.172 -0.078 0.208
H -1.92598 -4.37138 1.24471 -0.076 -0.088 -0.049
H -0.91370 -5.53745 3.13061 -0.046 -0.094 -0.020
H 0.46134 -4.33009 4.78470 0.013 -0.046 0.084
H 0.76300 -1.89734 4.63165 0.071 0.032 0.039
H -1.02701 2.43826 1.39058 -0.111 0.036 -0.051
H -3.04203 3.82625 1.75149 -0.016 0.122 0.000
H -4.61911 3.25237 3.56362 -0.099 0.048 0.028
H -4.19859 1.28528 4.99071 -0.090 -0.024 0.080
H -2.21994 -0.13485 4.59705 -0.040 -0.072 0.018
H 5.32376 -0.74089 3.18036 -0.025 0.020 0.112
H 7.22765 0.28237 2.02810 0.099 -0.014 0.050
H 6.88031 1.57717 -0.04846 0.072 0.027 -0.052
H 4.63304 1.67083 -1.05763 0.043 0.017 -0.041
H 1.24317 2.72108 0.78877 -0.015 0.139 -0.042
H 1.05926 5.10919 0.15586 -0.026 0.059 0.040
H 1.74967 5.83277 -2.10272 -0.036 0.086 -0.049
H 2.58899 4.18066 -3.72695 0.022 0.029 -0.067
H 2.78855 1.81499 -3.10295 0.048 0.007 -0.026
H 4.02461 -1.74488 -0.18368 0.097 0.038 0.042
H 5.09472 -3.21214 -1.81635 0.042 -0.094 0.043
H 4.48100 -3.08322 -4.20024 0.031 -0.060 -0.092
H 2.73140 -1.50026 -4.93319 -0.013 -0.002 -0.080
H 1.65026 -0.01518 -3.30949 0.059 0.034 -0.026


44
Properties=species:S:1:pos:R:3:forces:R:3 method="wB97M-V/def2-TZVPD" homo_ev=-12.218 lumo_ev=-3.61 total_charge=+1 energy_ev=-125281.8547
Sn -0.10778 -1.23244 0.33633 0.099 0.094 -0.264
O 1.25914 2.50289 0.51014 0.026 0.020 -0.036
C 0.19891 2.11431 0.90176 -0.110 -0.059 -0.033
N -0.33425 0.81897 0.67321 -0.141 0.085 0.101
C -1.53803 0.69691 1.27395 -0.199 -0.382 -0.086
O -2.06350 -0.44744 1.23129 0.202 0.436 0.297
C -1.93508 1.96534 1.89675 0.071 -0.061 -0.028
C -3.05658 2.34112 2.60524 -0.005 0.029 -0.007
C -3.07651 3.64204 3.10327 0.011 0.015 0.000
C -2.00867 4.51015 2.89680 -0.021 -0.018 0.007
C -0.87689 4.11735 2.18159 -0.014 0.008 -0.022
C -0.86353 2.83405 1.68669 0.038 -0.002 0.009
H -3.88100 1.66024 2.76623 0.007 -0.003 0.004
H -3.93486 3.98424 3.66498 0.000 -0.001 -0.001
H -2.05775 5.51047 3.30553 -0.001 0.000 -0.004
H -0.04359 4.78833 2.02363 0.001 -0.003 0.006
Cl 1.29311 -0.76057 3.17968 -0.008 0.098 0.030
C 0.94281 -2.02746 2.00371 -0.085 -0.225 -0.062
H 0.33043 -2.79564 2.46862 0.010 0.005 0.022
H 1.86677 -2.47146 1.64339 0.011 0.056 0.005
F 3.10334 -4.56080 -4.63393 -0.001 0.003 0.012
C 2.10236 -4.07288 -3.92114 0.011 -0.005 -0.034
C 2.08590 -4.23820 -2.54408 -0.024 0.017 -0.027
F 3.08279 -4.86909 -1.93979 0.009 -0.012 0.040
C 1.03097 -3.72099 -1.81747 0.052 0.009 -0.095
F 1.06877 -3.83103 -0.48069 -0.025 -0.076 0.088
C -0.01266 -3.03514 -2.41524 -0.023 0.072 -0.064
Se -1.48803 -2.32564 -1.42677 -0.074 -0.004 -0.005
C 0.03811 -2.86691 -3.79054 -0.032 0.017 -0.080
F -0.91900 -2.18680 -4.42510 0.012 -0.019 0.073
C 1.07801 -3.38074 -4.54676 0.036 -0.006 -0.033
F 1.10584 -3.20069 -5.86147 -0.010 -0.013 0.049
C 0.32017 1.03041 -2.78409 0.035 -0.046 0.029
N 1.67851 0.49745 -2.81732 0.022 -0.017 -0.053
C 2.51156 0.92093 -3.94247 -0.030 0.013 0.039
C 2.14945 -0.34031 -1.93129 -0.020 0.037 -0.034
O 1.52878 -0.83396 -0.95965 0.185 -0.045 0.201
H 0.36758 2.10086 -2.97599 -0.014 -0.002 0.002
H -0.12180 0.86587 -1.80782 0.005 0.006 -0.017
H -0.28822 0.54932 -3.54927 -0.014 -0.011 -0.028
H 2.05792 0.58975 -4.87630 0.001 0.012 0.001
H 3.50451 0.48860 -3.85117 0.001 0.000 -0.014
H 2.59117 2.00642 -3.94503 0.007 0.004 -0.006
H 3.19244 -0.62827 -2.07489 -0.001 -0.024 0.017